{"formula": "C28H80N10O9", "method": "ωB97M-V with the def2-TZVPD basis set", "elements": ["C", "O", "C", "C", "C", "N", "H", "H", "H", "H", "H", "H", "H", "H", "H", "H", "H", "C", "O", "C", "C", "C", "N", "H", "H", "H", "H", "H", "H", "H", "H", "H", "H", "H", "C", "O", "C", "C", "C", "N", "H", "H", "H", "H", "H", "H", "H", "H", "H", "H", "H", "C", "O", "C", "C", "C", "N", "H", "H", "H", "H", "H", "H", "H", "H", "H", "H", "H", "C", "O", "C", "C", "C", "N", "H", "H", "H", "H", "H", "H", "H", "H", "H", "H", "H", "C", "O", "C", "C", "C", "N", "H", "H", "H", "H", "H", "H", "H", "H", "H", "H", "H", "N", "C", "N", "O", "H", "H", "H", "H", "N", "C", "N", "O", "H", "H", "H", "H", "C", "C", "O", "H", "H", "H", "H", "H", "H"], "xyz": [[3.7584, 3.2116, 1.8087], [2.9700, 2.0495, 1.7492], [3.6699, 0.7887, 1.7628], [2.5976, -0.2867, 1.6441], [3.3283, -1.6119, 1.6928], [1.7372, -0.1083, 0.4744], [4.3793, 3.1697, 2.7017], [3.1078, 4.0640, 1.8066], [4.3989, 3.3303, 0.9938], [4.2303, 0.6951, 0.8144], [4.3725, 0.7485, 2.5897], [1.9047, -0.1108, 2.6043], [4.2578, -1.6517, 1.1198], [2.6309, -2.3847, 1.3307], [3.5982, -1.9877, 2.6959], [1.5356, 0.8675, 0.4162], [2.1771, -0.3181, -0.4169], [5.0460, -0.0309, -1.9427], [4.4218, -1.0857, -1.2504], [4.5871, -2.3637, -1.8973], [3.8450, -2.6021, -3.2436], [2.3605, -2.2950, -3.0937], [4.2559, -3.8932, -3.6150], [6.1166, -0.1500, -1.9737], [4.8813, 0.8276, -1.2559], [4.6526, 0.2046, -2.9274], [5.6518, -2.6130, -2.0421], [4.2638, -3.1149, -1.1807], [4.3153, -1.8747, -3.9408], [1.7776, -2.7649, -3.8985], [2.2445, -1.2340, -3.1073], [1.9640, -2.6545, -2.1119], [4.1869, -4.5602, -2.8889], [3.8141, -4.2239, -4.4280], [1.4781, 5.9970, 6.0570], [0.6232, 5.4802, 5.0656], [-0.1129, 4.3655, 5.4511], [-0.6283, 3.5014, 4.3170], [0.5774, 2.6990, 3.7503], [-1.2493, 4.3182, 3.2572], [2.1523, 5.2530, 6.4074], [0.9237, 6.2833, 6.9449], [1.9494, 6.9168, 5.7190], [0.5476, 3.7115, 6.0913], [-1.0229, 4.6852, 6.0747], [-1.4193, 2.8692, 4.7642], [1.4388, 3.4133, 3.4240], [0.2536, 2.1457, 2.8493], [0.9710, 1.8978, 4.3830], [-1.8790, 5.0610, 3.6849], [-0.5013, 4.8731, 2.8775], [-0.3485, -1.1505, 4.4364], [-0.6257, -2.5074, 4.2753], [-0.6194, -3.0106, 2.9493], [-1.1007, -4.4437, 2.9533], [-0.5487, -5.2727, 1.8272], [-2.5923, -4.5396, 3.0352], [0.6070, -0.8668, 4.0037], [-0.4087, -0.8674, 5.5130], [-1.0368, -0.4330, 3.9181], [-1.3092, -2.4478, 2.2001], [0.4306, -2.9810, 2.6088], [-0.7279, -4.9929, 3.8574], [-1.1857, -6.1732, 1.8644], [0.5018, -5.5445, 1.9382], [-0.7408, -4.7601, 0.8928], [-2.9288, -4.0296, 2.2669], [-2.8993, -4.1910, 3.9631], [2.3822, 1.5087, -2.8817], [1.1841, 2.2588, -2.9352], [1.0699, 3.1814, -1.8488], [-0.0688, 4.1118, -1.9796], [0.1683, 5.3114, -1.0978], [-1.3972, 3.5455, -1.8470], [2.4200, 0.7860, -3.7261], [2.3959, 0.8741, -1.9246], [3.2328, 2.1636, -3.0796], [1.0028, 2.5841, -0.9221], [2.0509, 3.7245, -1.7266], [-0.0334, 4.4401, -3.0453], [0.5286, 4.9862, -0.0880], [-0.7367, 5.9668, -1.0575], [0.8946, 6.0124, -1.4762], [-1.3354, 2.6863, -2.4638], [-1.6120, 3.2546, -0.9099], [-2.2741, -3.3004, -5.1038], [-1.4908, -2.1444, -5.1013], [-1.8521, -1.1493, -4.1637], [-3.2037, -0.5146, -4.3704], [-3.3483, 0.2245, -5.7403], [-3.4887, 0.3707, -3.1962], [-2.4755, -3.7351, -4.1087], [-1.7925, -4.1388, -5.6206], [-3.2351, -3.1812, -5.5870], [-1.7544, -1.5136, -3.1465], [-1.0819, -0.4394, -4.2345], [-3.9969, -1.3545, -4.4612], [-4.3035, 0.6835, -5.8655], [-3.3085, -0.5364, -6.5103], [-2.5278, 0.9345, -5.8861], [-4.4580, 0.7420, -3.2387], [-3.4920, -0.1963, -2.3433], [-4.2689, -3.8784, -1.7031], [-3.3797, -4.9218, -1.8663], [-3.8420, -6.0795, -2.4551], [-2.1980, -4.8636, -1.5729], [-3.7657, -3.0729, -1.3350], [-5.1793, -4.0114, -2.1631], [-3.2330, -6.8436, -2.6302], [-4.8653, -6.2122, -2.5475], [-0.9052, -2.2632, -0.3324], [-1.8671, -1.3953, -0.0273], [-1.3658, -0.3672, 0.6918], [-3.0265, -1.5674, -0.3227], [0.0437, -2.0469, -0.2253], [-1.1309, -3.1203, -0.7213], [-1.9441, 0.4531, 0.8325], [-0.3890, -0.1728, 0.6986], [-4.5299, 1.7873, 1.7506], [-3.6889, 2.7246, 0.9352], [-2.2589, 2.5141, 1.2974], [-4.1015, 1.6844, 2.7662], [-4.4834, 0.8356, 1.2950], [-5.6053, 2.0434, 1.6959], [-3.8552, 3.8430, 1.1183], [-3.7840, 2.4063, -0.1373], [-2.0472, 3.0812, 2.0336]], "lowdin_charge": [-0.105, -0.225, -0.174, -0.411, -0.066, 0.073, 0.092, 0.078, 0.063, 0.110, 0.132, 0.150, 0.068, 0.073, 0.088, 0.044, 0.051, -0.116, -0.220, -0.182, -0.459, -0.031, 0.048, 0.088, 0.088, 0.072, 0.128, 0.118, 0.140, 0.086, 0.030, 0.090, 0.068, 0.066, -0.100, -0.189, -0.260, -0.408, -0.049, 0.038, 0.075, 0.084, 0.093, 0.133, 0.144, 0.143, 0.103, 0.065, 0.073, 0.124, 0.072, -0.136, -0.179, -0.206, -0.446, -0.071, 0.049, 0.047, 0.098, 0.088, 0.131, 0.118, 0.146, 0.087, 0.079, 0.047, 0.038, 0.086, -0.128, -0.181, -0.227, -0.485, -0.071, 0.063, 0.088, 0.085, 0.089, 0.119, 0.137, 0.151, 0.083, 0.092, 0.064, 0.094, 0.031, -0.126, -0.165, -0.211, -0.416, -0.047, 0.039, 0.074, 0.090, 0.074, 0.111, 0.111, 0.140, 0.056, 0.066, 0.082, 0.082, 0.041, 0.163, -0.685, 0.138, 0.003, 0.057, 0.111, 0.088, 0.108, 0.202, -0.710, 0.193, 0.014, 0.067, 0.042, 0.071, 0.046, -0.100, -0.269, -0.168, 0.086, 0.043, 0.085, 0.131, 0.114, -0.008], "gap_ev": 9.28, "homo_energy_ev": -8.8, "total_energy_ha": -2339.44994, "lumo_ha": 0.020, "mol_weight_g_mol": 701.0, "relative_energy_kj_mol": 0.00}